[1]
Molecular formula: C19H27N3O5
Method: DFT, ωB97M-V with the def2-TZVPD basis set

Cartesian coordinates (Å):
C -4.52850 -1.84448 1.15006
H -4.40417 -2.94422 1.16265
O -3.67722 -1.32127 -0.07283
C -2.44146 -1.71531 -0.09637
C -1.77312 -2.52196 0.77174
C -0.48450 -2.62032 0.86828
C 0.16755 -2.21450 -0.12902
C -0.46202 -1.41163 -1.42878
C -1.85456 -1.18291 -1.29743
O -2.51276 -0.56997 -2.12268
C -1.93785 0.32386 -3.14656
H -1.52634 -0.49556 -3.95832
H -1.08897 0.62393 -2.89692
H -2.62116 0.77991 -3.65916
H 0.08552 -1.10778 -2.30625
C 1.68286 -2.26597 -0.23922
N 2.39742 -1.40289 0.56182
C 3.64778 -1.61415 1.06118
H 4.04064 -0.75132 1.71592
H 3.65701 -2.52218 1.51376
C 4.68384 -1.44794 -0.22533
N 4.48927 -0.03839 -0.57502
C 3.50973 0.77086 -0.63929
O 3.46408 1.81340 -1.02776
C 2.26547 0.28580 -0.23397
H 1.54781 0.18337 -0.74242
C 1.90410 0.92174 1.12690
C 0.50629 1.10906 1.58644
O 0.10656 0.52163 2.84497
N -0.46804 1.23620 0.80386
C -1.88224 1.52843 1.04784
H -2.03402 0.95477 1.96387
C -2.24032 2.94115 1.10112
H -3.35726 2.88675 1.26648
C -1.95811 3.40739 -0.29031
C -0.41339 3.38530 -0.55481
H -0.15005 3.47379 -1.77998
H 0.18735 3.73729 0.38514
O -0.21258 1.82967 -0.51208
H -2.21543 4.67736 -0.23244
H -2.46541 2.91629 -0.89297
H -1.84774 3.50141 2.09367
H -2.60502 0.82741 0.40894
H 1.98548 1.97299 0.75901
H 2.44334 1.02315 1.91671
H 5.55744 0.17743 -1.24382
H 5.82326 -1.67321 0.30943
H 4.69772 -2.37122 -0.85098
H 2.06683 -3.12836 -0.09584
H 1.96512 -2.07883 -1.35996
H 0.13032 -2.97271 1.56836
H -2.28288 -2.66133 1.75194
H -5.41469 -1.46081 0.77820
H -4.15300 -1.47110 2.09219

Summary:
Relative energy (zero: lowest compared OMol25 entry of this formula, charge and spin) = 507.3 kcal/mol

Atomic partial charges in e from the Löwdin method, atoms 1 to 2: number 1, C, carries 0.060; number 2, H, carries 0.097

***

[2]
Molecular formula: C19H27N4OOsS2
Method: DFT, ωB97M-V with the def2-TZVPD basis set

Cartesian coordinates (Å):
Os -0.20711 -0.16368 0.21559
C 2.11446 1.35688 -0.78102
C 1.15787 2.04413 -0.09420
C 0.94343 1.37936 1.20330
C 1.78380 0.20439 1.22631
C 2.47684 0.20391 0.01852
C 3.48912 -0.78909 -0.38729
C 2.18653 -0.56347 2.45598
C 0.49677 2.13966 2.41774
C 0.46023 3.29530 -0.50544
C 2.68541 1.65544 -2.12217
H 3.48673 -0.94903 -1.46641
H 3.35893 -1.73729 0.12901
H 4.47915 -0.40092 -0.11960
H 1.38574 -0.61992 3.18817
H 3.04088 -0.07992 2.93814
H 2.47792 -1.58547 2.21270
H 0.37937 1.48996 3.28217
H -0.45038 2.64898 2.24144
H 1.24426 2.89699 2.67247
H -0.56545 3.30976 -0.14046
H 0.44486 3.42433 -1.58587
H 0.97177 4.16007 -0.07208
H 2.45556 0.85607 -2.83248
H 3.77412 1.73385 -2.07288
H 2.30547 2.59241 -2.52428
S -2.13853 -1.00933 -0.67095
C -3.10031 -1.47996 0.68073
C -4.35700 -2.12485 0.39439
N -5.34489 -2.65332 0.13773
C -2.66569 -1.26137 1.92896
S -1.10646 -0.55736 2.19863
C -3.43147 -1.60597 3.09871
N -4.03858 -1.86499 4.04006
C -0.82779 0.47066 -3.81023
N -0.59218 -0.96811 -3.65223
C -1.51430 -1.84237 -4.38568
C 0.13729 -1.39836 -2.61502
O 0.47853 -0.53538 -1.71344
N 0.52283 -2.66563 -2.55961
C 1.11355 -3.24118 -1.35516
C 0.68873 -3.47211 -3.77316
H -1.16065 0.64334 -4.83106
H 0.08444 1.03012 -3.64019
H -1.59624 0.82394 -3.11953
H -2.49832 -1.37525 -4.37263
H -1.60147 -2.80845 -3.89378
H -1.20607 -1.98254 -5.42154
H 0.83387 -2.68098 -0.47432
H 2.20178 -3.26667 -1.43831
H 0.74694 -4.26027 -1.24277
H 0.69181 -2.84043 -4.65784
H -0.08660 -4.23037 -3.86790
H 1.65349 -3.97335 -3.71085

Summary:
Charge = +1
Relative energy (zero: lowest compared OMol25 entry of this formula, charge and spin) = 47.0 kcal/mol

Atomic partial charges in e from the Löwdin method, atoms 1 to 2: number 1, Os, carries 1.027; number 2, C, carries -0.201

***

Looking at strongest force on any atom for the records above, in order, we have 16.69, 1.11 eV/A.